{
  "formula": "C59H136N8O10",
  "method": "ωB97M-V with the def2-TZVPD basis set",
  "species": ["C", "C", "C", "C", "C", "C", "N", "O", "C", "C", "C", "H", "H", "H", "H", "H", "H", "H", "H", "H", "H", "H", "H", "H", "H", "H", "H", "H", "H", "H", "C", "C", "C", "C", "C", "C", "N", "O", "C", "C", "C", "H", "H", "H", "H", "H", "H", "H", "H", "H", "H", "H", "H", "H", "H", "H", "H", "H", "H", "H", "C", "C", "C", "C", "C", "C", "N", "O", "C", "C", "C", "H", "H", "H", "H", "H", "H", "H", "H", "H", "H", "H", "H", "H", "H", "H", "H", "H", "H", "H", "C", "C", "C", "C", "C", "C", "N", "O", "C", "C", "C", "H", "H", "H", "H", "H", "H", "H", "H", "H", "H", "H", "H", "H", "H", "H", "H", "H", "H", "H", "C", "C", "C", "C", "C", "C", "N", "O", "C", "C", "C", "H", "H", "H", "H", "H", "H", "H", "H", "H", "H", "H", "H", "H", "H", "H", "H", "H", "H", "H", "C", "O", "H", "H", "H", "H", "C", "O", "H", "H", "H", "H", "C", "C", "C", "O", "C", "N", "H", "H", "H", "H", "H", "H", "H", "H", "H", "H", "H", "C", "C", "C", "O", "C", "N", "H", "H", "H", "H", "H", "H", "H", "H", "H", "H", "H", "C", "C", "C", "O", "C", "N", "H", "H", "H", "H", "H", "H", "H", "H", "H", "H", "H"],
  "positions_angstrom": [[25.182, -27.191, -2.734], [26.273, -27.652, -1.792], [27.663, -27.613, -2.441], [28.236, -26.221, -2.645], [28.415, -25.692, -1.226], [27.084, -25.564, -0.445], [26.327, -26.831, -0.559], [25.147, -26.707, 0.196], [27.538, -25.393, 1.012], [26.305, -24.318, -0.920], [26.012, -29.081, -1.243], [25.136, -27.946, -3.525], [25.390, -26.233, -3.218], [24.206, -27.053, -2.269], [28.247, -28.144, -1.686], [27.639, -28.173, -3.379], [27.550, -25.538, -3.151], [29.197, -26.250, -3.156], [28.741, -24.656, -1.371], [29.254, -26.185, -0.736], [27.963, -26.287, 1.461], [28.153, -24.495, 1.085], [26.648, -25.109, 1.588], [26.612, -23.983, -1.912], [25.234, -24.472, -0.790], [26.456, -23.421, -0.308], [26.921, -29.586, -0.917], [25.673, -29.709, -2.077], [25.256, -29.098, -0.463], [25.383, -26.909, 1.107], [24.713, -21.291, -5.824], [25.657, -22.483, -6.155], [24.942, -23.608, -6.963], [24.832, -23.372, -8.467], [26.229, -23.161, -9.028], [27.020, -22.098, -8.312], [26.886, -22.142, -6.856], [27.647, -21.155, -6.217], [28.499, -22.340, -8.664], [26.614, -20.691, -8.811], [26.053, -23.141, -4.824], [25.273, -20.507, -5.312], [23.911, -21.607, -5.159], [24.321, -20.882, -6.756], [25.535, -24.505, -6.759], [23.934, -23.849, -6.615], [24.376, -22.386, -8.636], [24.296, -24.080, -9.096], [26.113, -23.011, -10.107], [26.696, -24.156, -9.026], [29.187, -21.534, -8.405], [28.893, -23.306, -8.347], [28.641, -22.348, -9.754], [26.978, -20.511, -9.821], [25.543, -20.583, -8.637], [27.079, -19.958, -8.150], [26.807, -23.903, -5.035], [25.253, -23.607, -4.247], [26.506, -22.380, -4.181], [28.414, -21.650, -5.887], [31.245, -30.608, -8.875], [30.136, -29.666, -9.339], [28.875, -30.517, -9.543], [27.582, -29.718, -9.622], [27.445, -28.952, -8.309], [28.623, -27.956, -8.067], [29.888, -28.683, -8.272], [30.970, -27.788, -8.102], [28.417, -26.780, -9.020], [28.564, -27.532, -6.572], [30.464, -28.980, -10.683], [31.562, -31.342, -9.612], [30.846, -31.169, -8.026], [32.074, -30.017, -8.482], [28.909, -31.183, -10.411], [28.811, -31.247, -8.730], [26.751, -30.425, -9.673], [27.429, -28.968, -10.395], [27.077, -29.478, -7.427], [26.610, -28.253, -8.461], [27.438, -26.305, -9.089], [29.188, -26.008, -8.973], [28.551, -27.136, -10.050], [27.517, -27.545, -6.256], [29.068, -28.227, -5.900], [28.890, -26.507, -6.388], [31.148, -29.561, -11.314], [31.081, -28.084, -10.564], [29.606, -28.733, -11.305], [31.252, -27.948, -7.193], [35.985, -20.800, 0.927], [36.773, -21.337, -0.254], [38.012, -22.041, 0.316], [37.742, -23.443, 0.811], [37.019, -24.202, -0.283], [35.709, -23.628, -0.789], [35.939, -22.227, -1.148], [34.839, -21.600, -1.732], [35.247, -24.494, -1.954], [34.543, -23.732, 0.220], [37.208, -20.153, -1.138], [36.636, -20.180, 1.551], [35.684, -21.606, 1.596], [35.103, -20.202, 0.688], [38.715, -22.199, -0.518], [38.596, -21.370, 0.947], [37.065, -23.376, 1.673], [38.623, -24.002, 1.124], [37.031, -25.278, -0.114], [37.606, -24.084, -1.209], [34.242, -24.152, -2.213], [35.791, -24.259, -2.875], [35.298, -25.546, -1.694], [33.637, -23.296, -0.206], [34.337, -24.739, 0.592], [34.694, -23.229, 1.180], [36.281, -19.666, -1.441], [37.791, -20.454, -2.005], [37.813, -19.476, -0.532], [34.177, -21.658, -1.018], [30.158, -21.015, 1.924], [29.849, -20.332, 3.249], [28.504, -19.614, 3.127], [27.803, -19.280, 4.440], [27.687, -20.488, 5.343], [29.000, -21.265, 5.531], [29.709, -21.395, 4.271], [30.836, -22.245, 4.372], [29.808, -20.571, 6.644], [28.579, -22.646, 6.069], [30.916, -19.324, 3.691], [31.206, -21.316, 1.940], [29.948, -20.389, 1.049], [29.557, -21.872, 1.608], [28.620, -18.692, 2.553], [27.801, -20.247, 2.576], [26.823, -18.833, 4.272], [28.373, -18.522, 4.992], [27.022, -21.217, 4.861], [27.206, -20.292, 6.301], [30.840, -20.924, 6.769], [29.901, -19.492, 6.498], [29.377, -20.722, 7.635], [29.437, -23.228, 6.422], [27.872, -22.570, 6.894], [28.181, -23.328, 5.314], [30.489, -18.486, 4.237], [31.389, -18.969, 2.768], [31.726, -19.763, 4.273], [31.236, -21.966, 5.212], [32.842, -21.662, -9.039], [32.036, -21.248, -7.951], [32.301, -22.002, -9.928], [33.441, -20.792, -9.314], [33.469, -22.504, -8.754], [31.564, -20.419, -8.143], [32.625, -18.495, -0.707], [31.550, -19.367, -0.986], [32.340, -17.440, -0.680], [33.004, -18.796, 0.270], [33.465, -18.598, -1.402], [30.977, -19.066, -1.715], [27.211, -17.567, -2.984], [28.207, -18.536, -2.328], [27.777, -19.964, -2.510], [26.544, -20.328, -1.915], [26.384, -19.949, -0.563], [29.539, -18.338, -2.902], [26.903, -17.919, -3.972], [27.528, -16.529, -3.105], [26.305, -17.483, -2.374], [28.267, -18.287, -1.266], [28.549, -20.666, -2.162], [27.735, -20.253, -3.567], [25.412, -20.180, -0.140], [26.476, -18.855, -0.531], [27.196, -20.262, 0.103], [29.442, -18.452, -3.913], [29.817, -17.362, -2.851], [31.374, -17.237, -11.146], [30.553, -18.538, -11.233], [29.957, -18.947, -9.897], [30.779, -18.803, -8.761], [29.973, -18.657, -7.563], [29.480, -18.456, -12.194], [32.248, -17.377, -10.502], [30.831, -16.406, -10.692], [31.750, -16.984, -12.136], [31.214, -19.282, -11.689], [29.441, -19.907, -10.008], [29.096, -18.269, -9.780], [30.745, -18.556, -6.799], [29.399, -19.568, -7.413], [29.410, -17.724, -7.547], [29.755, -18.573, -13.155], [28.850, -17.671, -12.111], [29.787, -23.717, -5.150], [30.261, -22.494, -4.392], [31.464, -22.729, -3.500], [31.181, -23.554, -2.383], [30.688, -22.871, -1.256], [30.461, -21.366, -5.317], [29.416, -24.494, -4.485], [30.614, -24.166, -5.722], [29.107, -23.633, -6.004], [29.486, -22.185, -3.677], [31.861, -21.805, -3.061], [32.288, -23.199, -4.047], [30.442, -23.514, -0.411], [29.790, -22.334, -1.574], [31.371, -22.172, -0.757], [31.124, -21.674, -6.031], [30.958, -20.587, -4.892]],
  "lowdin_charge": [-0.0249, -0.5031, -0.1323, -0.1723, -0.1459, -0.4843, -0.1147, -0.0249, -0.0393, -0.0088, -0.0252, 0.0829, 0.0685, 0.0856, 0.1161, 0.1165, 0.0906, 0.1067, 0.0891, 0.1281, 0.0894, 0.0771, 0.0780, 0.0634, 0.0824, 0.0763, 0.0764, 0.0793, 0.0751, 0.0981, -0.0104, -0.4887, -0.1212, -0.1743, -0.1604, -0.4934, -0.1048, -0.0339, -0.0290, -0.0106, -0.0436, 0.0714, 0.0831, 0.0664, 0.1112, 0.1207, 0.1008, 0.1134, 0.1285, 0.0992, 0.0520, 0.0759, 0.0899, 0.0831, 0.0690, 0.0695, 0.0700, 0.0856, 0.0705, 0.0423, -0.0335, -0.5066, -0.1464, -0.1753, -0.1460, -0.4793, -0.1091, -0.0182, -0.0306, -0.0222, -0.0319, 0.0856, 0.0801, 0.0790, 0.1244, 0.1169, 0.1125, 0.1041, 0.1172, 0.1090, 0.0722, 0.0809, 0.0680, 0.0739, 0.0841, 0.0671, 0.0788, 0.0799, 0.0705, 0.1044, -0.0369, -0.4900, -0.1507, -0.1785, -0.1478, -0.5244, -0.1089, -0.0090, -0.0302, -0.0245, -0.0294, 0.0899, 0.0616, 0.0734, 0.1203, 0.1218, 0.1066, 0.1137, 0.1232, 0.1266, 0.0689, 0.0938, 0.0893, 0.0654, 0.0944, 0.0629, 0.0701, 0.0866, 0.0838, 0.0808, -0.0391, -0.4963, -0.1398, -0.1820, -0.1481, -0.5202, -0.1114, -0.0047, -0.0340, -0.0423, -0.0128, 0.0844, 0.0726, 0.0798, 0.1251, 0.1127, 0.1130, 0.1011, 0.1209, 0.1234, 0.0756, 0.0762, 0.0861, 0.0791, 0.0844, 0.0882, 0.0743, 0.0794, 0.0807, 0.0749, -0.1444, -0.1501, 0.0740, 0.0797, 0.0773, 0.0343, -0.1647, -0.1591, 0.0747, 0.0623, 0.0702, 0.0236, -0.0456, -0.4265, -0.2057, -0.1702, -0.1005, 0.0404, 0.0838, 0.0752, 0.0755, 0.1300, 0.1053, 0.1169, 0.0940, 0.0691, 0.0789, 0.0833, 0.0900, -0.0595, -0.4382, -0.2166, -0.2106, -0.0639, 0.0289, 0.0708, 0.0782, 0.0719, 0.1380, 0.1087, 0.1238, 0.0895, 0.0610, 0.0952, 0.0704, 0.0756, -0.0399, -0.4121, -0.1867, -0.1806, -0.1224, 0.0667, 0.0562, 0.0926, 0.0574, 0.1131, 0.1209, 0.1329, 0.0814, 0.0703, 0.0696, 0.0589, 0.0769],
  "energy_ha": -3519.6580,
  "gap_ev": 8.28,
  "charge": 0,
  "spin_multiplicity": 1,
  "homo_energy_ev": -7.8,
  "smiles": "CC1(C)CCCC(C)(C)N1O.CC1(C)CCCC(C)(C)N1O.CC1(C)CCCC(C)(C)N1O.CC1(C)CCCC(C)(C)N1O.CC1(C)CCCC(C)(C)N1O.COC[C@H](C)N.COC[C@H](C)N.COC[C@H](C)N.CO.CO",
  "max_force_ev_per_a": 2.68
}